(1)
Molecular formula: C46H46BrN3O3PZr
Method: DFT, ωB97M-V/def2-TZVPD

Output
- Kohn-Sham gap (eV) = 7.814
- E_HOMO (eV) = -10.6
- E_tot (Ha) = -5132.9214
- energy relative to the best compared isomer or geometry (same formula, charge and spin) (kcal per mole) = 0.00
- F_max (hartree/bohr) = 0.027

Geometry as ORCA input:
```
! RIJCOSX wB97M-V def2-TZVPD def2/J DEFGRID3
* xyz 1 1
Zr 0.2712 0.0352 -0.4577
O 2.8348 -2.7897 -1.5435
C 2.3602 -1.7583 -1.9302
O 1.1021 -1.3508 -1.6560
C 3.1257 -0.7371 -2.7493
P 2.6564 0.9531 -2.1738
C 3.3080 2.0125 -3.5341
C 4.5087 2.7189 -3.4997
C 4.9379 3.4144 -4.6263
C 4.1794 3.4164 -5.7880
C 2.9750 2.7261 -5.8264
C 2.5409 2.0359 -4.7050
C 3.8823 1.3360 -0.8629
C 3.7323 2.5769 -0.2417
C 4.6513 3.0121 0.7038
C 5.7134 2.1910 1.0632
C 5.8533 0.9419 0.4709
C 4.9472 0.5191 -0.4938
H 2.7728 -0.8209 -3.7782
H 4.1910 -0.9219 -2.7357
H 5.1215 2.7288 -2.6101
H 5.8769 3.9553 -4.5903
H 4.5251 3.9553 -6.6619
H 2.3748 2.7276 -6.7287
H 1.5924 1.5038 -4.7388
H 2.8956 3.2130 -0.5114
H 4.5368 3.9898 1.1596
H 6.4325 2.5237 1.8039
H 6.6777 0.2964 0.7529
H 5.0762 -0.4567 -0.9505
C 3.3169 -1.7411 2.3335
C 3.5310 -0.7263 3.2534
C 2.9078 0.4932 3.0719
C 2.0919 0.7004 1.9710
N 1.9283 -0.2815 1.0535
C 2.5079 -1.4794 1.2537
C 1.2544 1.9133 1.8092
C 1.3958 2.9981 2.6713
C 0.4521 4.0121 2.6753
C -0.6600 3.9091 1.8485
C -0.7518 2.8525 0.9550
C 0.2256 1.8579 0.8564
H 3.7588 -2.7237 2.4460
H 4.1601 -0.8922 4.1201
H 3.0305 1.2748 3.8067
H 2.3217 -2.2476 0.5188
H 2.2347 3.0642 3.3554
H 0.5651 4.8577 3.3437
H -1.4454 4.6547 1.8991
H -1.6349 2.8000 0.3277
C -5.4163 -5.1175 0.7629
C -5.5859 -3.8058 1.5445
C -6.7621 -3.0118 0.9566
C -5.9117 -4.1420 2.9999
C -4.3022 -2.9839 1.4287
C -3.8761 -2.5265 0.1807
C -2.7152 -1.8036 0.1262
Br -2.1307 -1.0746 -1.5463
C -1.8978 -1.4963 1.2126
O -0.7622 -0.8218 0.9612
C -2.3323 -1.9075 2.4701
C -3.5191 -2.6469 2.5230
C -1.6374 -1.5923 3.8091
C -1.2991 -2.9086 4.5260
C -0.3387 -0.7904 3.6859
C -2.6044 -0.7675 4.6742
H -6.3290 -5.7166 0.8323
H -4.5882 -5.7056 1.1677
H -5.2155 -4.9324 -0.2962
H -7.6874 -3.5860 1.0585
H -6.6202 -2.7977 -0.1061
H -6.8891 -2.0611 1.4819
H -6.8350 -4.7242 3.0366
H -6.0637 -3.2384 3.5986
H -5.1235 -4.7431 3.4634
H -4.4330 -2.7284 -0.7279
H -3.8473 -2.9765 3.5002
H -0.6192 -3.5150 3.9207
H -2.1890 -3.5060 4.7364
H -0.8106 -2.6923 5.4802
H 0.4208 -1.3412 3.1281
H 0.0480 -0.6055 4.6922
H -0.4977 0.1735 3.2023
H -3.5345 -1.3040 4.8751
H -2.8556 0.1751 4.1796
H -2.1349 -0.5371 5.6348
N -1.3711 3.3513 -3.2005
C -0.7067 2.8835 -2.1291
N -0.4067 1.6123 -2.2402
C -0.9085 1.2198 -3.4947
C -0.7842 0.0104 -4.1804
C -1.3608 -0.0764 -5.4323
C -2.0319 1.0144 -6.0078
C -2.1185 2.2298 -5.3574
C -1.5280 2.3052 -4.1009
H -1.7069 4.2911 -3.3103
H -0.4097 3.5144 -1.3081
H -0.2419 -0.8239 -3.7523
H -1.2907 -1.0038 -5.9882
H -2.4751 0.9047 -6.9898
H -2.6068 3.0830 -5.8119
*
```

=====

(2)
Molecular formula: C46H47Cl2N9
Method: DFT, ωB97M-V/def2-TZVPD

Output
- SMILES = c1ccncc1.c1ccncc1.c1ccncc1.c1ccncc1.c1ccncc1.c1ccncc1.c1ccncc1.c1ccncc1.c1ccncc1.ClCCl
- Kohn-Sham gap (eV) = 9.627
- E_HOMO (eV) = -9.5
- E_tot (Ha) = -3194.0787
- energy relative to the best compared isomer or geometry (same formula, charge and spin) (kcal per mole) = 86.02
- F_max (hartree/bohr) = 0.063

Geometry as ORCA input:
```
! RIJCOSX wB97M-V def2-TZVPD def2/J DEFGRID3
* xyz 0 1
C -6.4121 -0.7307 3.2420
C -6.2525 0.5406 3.7915
C -6.6777 1.5980 3.0135
N -7.3247 1.5088 1.7992
C -7.4944 0.2828 1.2816
C -7.0835 -0.8929 1.9566
H -6.0315 -1.5527 3.8301
H -5.8350 0.6661 4.7797
H -6.6134 2.6109 3.3827
H -7.9636 0.1588 0.3167
H -7.1768 -1.8399 1.4458
C 1.4805 -3.8397 8.2784
C 0.9096 -4.2710 7.0897
C -0.4337 -4.1692 6.8956
N -1.2684 -3.7662 7.8584
C -0.7191 -3.2214 8.9674
C 0.6405 -3.2240 9.2123
H 2.5602 -3.8170 8.2942
H 1.4460 -4.5891 6.2079
H -0.8494 -4.4076 5.9278
H -1.3765 -2.9245 9.7712
H 1.1026 -2.7282 10.0531
C 2.5380 -6.1464 -5.1665
C 2.0857 -4.8326 -5.4326
C 1.5598 -4.5032 -6.6828
N 1.3028 -5.4731 -7.5632
C 1.7159 -6.7445 -7.3206
C 2.4297 -7.0939 -6.1435
H 2.9727 -6.3316 -4.1953
H 2.2235 -4.0686 -4.6818
H 1.2749 -3.4781 -6.8682
H 1.3419 -7.5332 -7.9567
H 2.7063 -8.1251 -5.9806
C 6.9623 2.1306 6.1956
C 6.0296 1.4670 5.3589
C 6.3845 0.2465 4.8404
N 7.6142 -0.3650 5.0145
C 8.4624 0.2898 5.8470
C 8.1918 1.5137 6.4696
H 6.8352 3.1592 6.4994
H 5.1495 1.9887 5.0133
H 5.7244 -0.1052 4.0613
H 9.4334 -0.1743 5.9378
H 8.8695 2.0329 7.1312
C 6.6138 3.9586 -2.0697
C 6.8355 2.5887 -2.2289
C 7.9912 2.1401 -2.8733
N 8.8909 2.9828 -3.4292
C 8.5831 4.3005 -3.4160
C 7.4484 4.8400 -2.7921
H 5.8567 4.3696 -1.4182
H 6.1531 1.9089 -1.7404
H 8.2269 1.0870 -2.9179
H 9.1923 4.9609 -4.0153
H 7.3590 5.9136 -2.7150
C -0.5812 5.3490 7.3066
C -0.4730 6.6846 7.6482
C -0.1740 7.6211 6.6305
N -0.1142 7.2870 5.3223
C -0.2929 5.9444 5.0049
C -0.5882 5.0023 5.9518
H -0.6753 4.6181 8.0961
H -0.4386 6.9713 8.6889
H 0.0413 8.6561 6.8517
H -0.2836 5.7451 3.9435
H -0.7452 3.9704 5.6746
C -4.0686 -7.8557 -3.1387
C -3.7191 -8.1069 -4.4944
C -3.8285 -9.3842 -4.9046
N -4.3651 -10.3956 -4.1628
C -4.7567 -10.1014 -2.9261
C -4.5544 -8.8634 -2.3219
H -3.9090 -6.8776 -2.7095
H -3.2077 -7.3641 -5.0887
H -3.6093 -9.6326 -5.9325
H -5.2941 -10.9196 -2.4700
H -4.7452 -8.7286 -1.2675
C -4.1452 -0.1692 -9.5794
C -3.7973 1.0818 -9.1100
C -3.4612 1.2988 -7.7529
N -3.4449 0.2509 -6.9027
C -3.8109 -1.0091 -7.3674
C -4.1184 -1.2686 -8.6802
H -4.3347 -0.3002 -10.6346
H -3.7271 1.8559 -9.8598
H -3.0249 2.2313 -7.4266
H -3.8350 -1.8076 -6.6406
H -4.3706 -2.2518 -9.0491
C -0.8972 6.6493 -2.3462
C -2.1888 6.4323 -1.8463
C -2.7969 7.5233 -1.1872
N -2.2261 8.7353 -1.0846
C -0.9308 8.9271 -1.5087
C -0.2471 7.8714 -2.1665
H -0.4338 5.8894 -2.9580
H -2.7575 5.5234 -1.9762
H -3.7457 7.3957 -0.6873
H -0.4460 9.8920 -1.5273
H 0.7356 8.0651 -2.5705
Cl -0.9040 -1.7747 -0.0918
C -1.1736 -0.0879 -0.2633
Cl 0.1705 0.8062 0.4919
H -1.1572 0.1664 -1.3231
H -2.1342 0.1575 0.1897
*
```

=====

- Among the records above, which one has the highest F_max?
  C46H47Cl2N9